This record from the OMol25 dataset describes a molecular structure, C42H54IN2O2RuS at a distorted geometry. The level of theory is wB97M-V/def2-TZVPD.

XYZ file:
```
103
Properties=species:S:1:pos:R:3:forces:R:3
Ru -0.73552 -0.73737 -0.15702 -0.12 0.45 -0.45
C 1.26300 -2.31398 -0.76623 -0.40 -0.07 -0.10
C 0.79150 -2.80960 0.48093 0.44 0.24 -0.45
C -0.51745 -3.43587 0.21064 -0.45 0.23 -0.93
C -0.76880 -3.22977 -1.17515 0.13 0.06 0.66
C 0.37770 -2.67800 -1.81100 0.33 -0.07 0.40
C 0.73767 -2.86743 -3.25627 0.09 0.04 -0.27
C 0.93255 -4.38988 -3.42619 0.02 0.10 0.10
C 2.06096 -2.19399 -3.63113 -0.22 0.04 0.14
C -0.38313 -2.38315 -4.19633 0.08 -0.02 0.15
C -1.30760 -4.52462 0.92586 -0.23 -0.15 0.32
C -2.58004 -4.90509 0.14539 0.21 0.10 0.06
C -0.40334 -5.77785 0.92263 -0.06 0.19 0.03
C -1.76507 -4.21209 2.35868 0.06 0.01 -0.20
C 1.67775 -2.62442 1.70925 -0.02 0.25 0.24
C 1.11926 -1.43826 2.52844 -0.05 -0.15 -0.25
C 3.11307 -2.25309 1.28626 -0.24 -0.07 0.02
C 1.80884 -3.85495 2.61047 -0.10 0.13 -0.16
H 2.24229 -1.91273 -0.94900 0.05 0.09 0.11
H -1.61716 -3.61250 -1.71405 -0.10 -0.04 0.02
H 1.72928 -4.74808 -2.77920 0.12 -0.08 0.07
H 1.20707 -4.60630 -4.45486 0.01 -0.02 -0.14
H 0.02631 -4.93842 -3.18788 -0.15 -0.08 0.00
H 2.87998 -2.52779 -2.99990 0.12 -0.05 0.09
H 1.98072 -1.11198 -3.56481 0.07 0.06 -0.06
H 2.31569 -2.45268 -4.65632 0.00 0.00 -0.07
H -0.97151 -3.21666 -4.56676 -0.15 -0.05 -0.06
H 0.04386 -1.86081 -5.04867 -0.02 -0.01 -0.14
H -1.04314 -1.69879 -3.67687 -0.15 0.03 -0.02
H -2.34265 -5.42192 -0.78117 -0.02 -0.01 -0.12
H -3.20260 -4.03843 -0.07221 -0.08 0.09 -0.02
H -3.16776 -5.59165 0.75085 -0.02 -0.03 0.05
H 0.05172 -5.92196 -0.05420 0.03 -0.07 -0.15
H -1.01015 -6.65040 1.14943 -0.04 -0.11 0.06
H 0.38424 -5.70811 1.66012 0.11 -0.07 0.08
H -2.65881 -3.59042 2.34256 -0.04 0.04 0.04
H -1.00314 -3.72249 2.95638 0.06 0.08 0.11
H -2.02912 -5.14098 2.85915 -0.01 -0.08 0.05
H 0.70848 -0.64818 1.86249 0.20 -0.07 0.39
H 1.91897 -0.99429 3.11675 0.02 0.14 0.06
H 0.34816 -1.76929 3.21943 -0.15 0.08 0.01
H 3.16336 -1.26180 0.83773 0.06 0.08 -0.07
H 3.51803 -2.98853 0.59488 0.10 -0.01 -0.08
H 3.74504 -2.24780 2.17109 0.03 0.05 0.06
H 0.85870 -4.18271 3.01172 -0.05 -0.10 0.05
H 2.45182 -3.60681 3.45040 0.08 0.04 0.10
H 2.27276 -4.67095 2.06370 0.04 -0.15 0.01
O -2.44522 -0.54771 -1.97070 0.26 -0.18 0.24
C -2.21998 0.40316 -2.99534 -0.10 0.30 -0.38
C -0.77677 0.83853 -3.03639 0.00 0.19 -0.28
C -0.35147 1.64699 -4.08965 0.04 -0.13 0.18
C 0.97279 2.03895 -4.15777 -0.03 -0.12 0.16
C 1.84878 1.60325 -3.17108 -0.16 -0.15 0.12
C 1.34542 0.80661 -2.15681 0.45 0.24 -0.15
N 0.06451 0.44796 -2.08315 -0.47 -0.57 0.40
H -3.39369 -0.73242 -1.91712 0.16 0.04 0.14
H -2.84138 1.29802 -2.84605 0.06 -0.20 0.00
H -2.48176 -0.03524 -3.96898 0.04 0.14 0.16
H -1.05056 1.94980 -4.85123 -0.16 0.04 -0.11
H 1.31701 2.66280 -4.96866 0.03 0.04 -0.06
H 2.89412 1.86728 -3.18575 0.09 0.01 0.03
H 1.99110 0.43844 -1.36893 0.01 0.06 -0.03
O -0.34765 1.50488 0.70701 0.15 -1.76 0.12
S -0.73472 2.90898 0.34480 0.66 1.60 0.00
C -0.62913 3.87748 1.90917 -0.14 -0.33 -0.41
C -0.91938 5.29435 1.53909 -0.11 0.35 -0.06
C -2.10468 5.58768 0.86482 0.12 -0.04 0.14
C -2.38831 6.88137 0.47449 0.08 0.17 -0.05
C -1.48853 7.90033 0.75240 -0.01 -0.08 0.01
C -0.30996 7.61826 1.42570 -0.07 0.08 -0.08
C -0.01998 6.32122 1.81054 -0.11 -0.23 0.07
C 0.72432 3.68037 -0.49283 -0.46 -0.18 0.20
C 2.01250 3.62421 0.25749 0.13 -0.02 0.04
C 2.51062 2.41256 0.73008 -0.02 -0.09 -0.02
C 3.74051 2.35993 1.35764 0.08 0.10 0.05
C 4.48273 3.51819 1.52753 0.00 -0.01 0.04
C 3.98712 4.73134 1.07774 0.08 -0.04 0.04
C 2.75981 4.78523 0.44240 -0.16 -0.16 -0.08
H 0.35718 3.72581 2.34204 0.07 -0.05 -0.03
H -1.38874 3.46339 2.57223 -0.02 -0.15 -0.03
H -2.80642 4.79501 0.65043 -0.15 -0.09 -0.01
H -3.30472 7.09914 -0.04957 -0.14 0.03 -0.04
H -1.71049 8.91034 0.44993 -0.02 0.15 -0.03
H 0.38352 8.41318 1.64868 0.09 0.09 0.05
H 0.89559 6.10706 2.34094 0.12 -0.05 0.05
H 0.41992 4.70862 -0.68066 -0.09 0.04 -0.08
H 0.79273 3.15684 -1.44617 -0.15 0.05 0.00
H 1.91336 1.51651 0.63112 0.09 0.01 -0.03
H 4.12384 1.41643 1.71375 0.06 -0.12 0.07
H 5.44262 3.47395 2.01337 0.16 0.01 0.08
H 4.55986 5.63477 1.21727 0.07 0.09 0.00
H 2.38361 5.72749 0.07154 -0.06 0.11 -0.02
I -4.04194 1.81488 -0.18137 -0.31 -0.09 0.32
C -3.50764 0.74234 1.54888 -0.22 0.34 -0.45
C -4.12394 1.07151 2.74605 0.03 -0.04 -0.02
C -3.77766 0.35352 3.87893 0.18 -0.17 -0.17
C -2.84092 -0.66224 3.75727 0.06 -0.02 -0.08
C -2.29230 -0.91552 2.51130 -0.08 -0.15 0.38
N -2.61310 -0.22538 1.41528 0.36 -0.32 -0.32
H -4.86327 1.85501 2.79189 -0.03 0.07 -0.07
H -4.23578 0.56963 4.83259 -0.04 0.05 0.04
H -2.55175 -1.25346 4.61144 0.06 -0.08 0.05
H -1.58347 -1.71875 2.35236 -0.10 0.12 0.22
```
Positions in Å, forces in eV/Å.

The expectation value of S² is 8.765. Its net charge is +2. As for the multiplicity: 6. For the total energy, the calculation gives -2682.970703 Eh. The orbital gap (spin up / spin down) comes out at 8.5 / 6.5 eV. The calculation puts the HOMO energy (spin up / spin down) at -13.23 / -13.43 eV. The LUMO energy (spin up / spin down) comes out at -0.1724 / -0.2554 Ha.

Mulliken atomic charge list, values in e, 99 entries: number 1, Ru, carries 1.310; number 2, C, carries -0.779; number 3, C, carries -1.413; number 4, C, carries -0.351; number 5, C, carries -0.421; number 6, C, carries 1.575; number 7, C, carries 1.990; number 8, C, carries -1.815; number 9, C, carries -1.834; number 10, C, carries -1.474; number 11, C, carries 1.796; number 12, C, carries -2.097; number 13, C, carries -1.593; number 14, C, carries -1.851; number 15, C, carries 2.590; number 16, C, carries -1.717; number 17, C, carries -1.990; number 18, C, carries -2.110; number 19, H, carries 0.727; number 20, H, carries 0.920; number 21, H, carries 0.387; number 22, H, carries 0.454; number 23, H, carries 0.430; number 24, H, carries 0.351; number 25, H, carries 0.374; number 26, H, carries 0.493; number 27, H, carries 0.384; number 28, H, carries 0.351; number 29, H, carries 0.082; number 30, H, carries 0.403; number 31, H, carries 0.383; number 32, H, carries 0.484; number 33, H, carries 0.288; number 34, H, carries 0.496; number 35, H, carries 0.305; number 36, H, carries 0.366; number 37, H, carries 0.274; number 38, H, carries 0.569; number 39, H, carries 0.165; number 40, H, carries 0.549; number 41, H, carries 0.245; number 42, H, carries 0.236; number 43, H, carries 0.358; number 44, H, carries 0.536; number 45, H, carries 0.391; number 46, H, carries 0.520; number 47, H, carries 0.430; number 48, O, carries -0.443; number 49, C, carries -1.612; number 50, C, carries 0.490; number 51, C, carries -1.109; number 52, C, carries -0.847; number 53, C, carries -0.635; number 54, C, carries -1.688; number 55, N, carries 3.365; number 56, H, carries 0.306; number 57, H, carries 0.396; number 58, H, carries 0.433; number 59, H, carries 0.615; number 60, H, carries 0.503; number 61, H, carries 0.575; number 62, H, carries 0.126; number 63, O, carries -0.293; number 64, S, carries -0.012; number 65, C, carries -0.946; number 66, C, carries 0.143; number 67, C, carries 0.227; number 68, C, carries -0.889; number 69, C, carries -0.457; number 70, C, carries -0.766; number 71, C, carries -0.361; number 72, C, carries -0.841; number 73, C, carries 0.321; number 74, C, carries 0.776; number 75, C, carries -1.100; number 76, C, carries -0.616; number 77, C, carries -0.864; number 78, C, carries -0.621; number 79, H, carries 0.431; number 80, H, carries 0.703; number 81, H, carries 0.350; number 82, H, carries 0.434; number 83, H, carries 0.423; number 84, H, carries 0.420; number 85, H, carries 0.503; number 86, H, carries 0.719; number 87, H, carries -0.038; number 88, H, carries 0.313; number 89, H, carries 0.483; number 90, H, carries 0.449; number 91, H, carries 0.435; number 92, H, carries 0.529; number 93, I, carries 0.114; number 94, C, carries -0.057; number 95, C, carries -0.522; number 96, C, carries -0.565; number 97, C, carries -1.029; number 98, C, carries 0.226; number 99, N, carries 0.242